(1)
Formula: C39H40ClN7O6Sn
Source: the Open Molecules 2025 dataset
Level of theory: wB97M-V/def2-TZVPD

The calculation puts the energy above the lowest of the compared OMol25 structures with the same formula, charge and spin at 81.4 kJ/mol. The HOMO-LUMO gap comes out at 0.279 Eh. The value obtained for the highest occupied orbital energy is -7.222 eV.

ORCA input file:
```
! wB97M-V def2-TZVPD RIJCOSX def2/J DEFGRID3
* xyz 0 1
Sn -1.0531 -0.8708 -0.2222
O -6.8256 -0.8110 2.4044
C -6.9380 -0.1033 1.3022
O -7.9882 0.3741 0.9496
C -5.6970 0.1143 0.4823
C -5.6208 1.0342 -0.5487
Cl -6.7650 2.1932 -1.0285
N -4.3778 0.9696 -1.0843
N -3.6368 0.0535 -0.4497
C -4.3968 -0.4608 0.4985
C -3.7382 -1.4411 1.4540
O -4.3616 -1.7841 2.4622
O -2.5591 -1.8262 1.1748
C -3.7963 1.7451 -2.1299
C -4.4343 1.8774 -3.3553
C -3.8539 2.6602 -4.3409
C -2.6425 3.2991 -4.1080
C -2.0040 3.1378 -2.8867
C -2.5758 2.3569 -1.8946
H -5.9030 -1.2017 2.5042
H -5.3631 1.3622 -3.5484
H -4.3517 2.7666 -5.2957
H -2.2023 3.9212 -4.8765
H -1.0636 3.6382 -2.6886
H -2.0979 2.2644 -0.9257
C 3.3905 0.5687 3.0854
C 3.2321 0.0396 1.8112
C 2.0067 0.0889 1.1654
C 0.8945 0.6763 1.7787
C 1.0675 1.2165 3.0630
C 2.2940 1.1603 3.7020
N -0.3520 0.6873 1.1527
C -1.1798 1.8019 1.3963
C -2.4731 1.6478 1.8932
C -3.3359 2.7319 1.9940
C -2.9059 4.0029 1.6420
C -1.5950 4.1801 1.2104
C -0.7425 3.0964 1.0874
H 4.3531 0.5385 3.5806
H 4.0801 -0.3967 1.2981
H 1.8982 -0.3195 0.1684
H 0.2192 1.6808 3.5518
H 2.3954 1.5840 4.6945
H -2.7851 0.6654 2.2230
H -4.3415 2.5828 2.3688
H -3.5755 4.8489 1.7232
H -1.2421 5.1709 0.9505
H 0.2743 3.2342 0.7361
C 3.1542 -3.9997 4.1361
N 2.3726 -3.0311 3.3826
N 2.1160 -3.2375 2.0356
C 0.9327 -2.6007 1.7058
O 0.5115 -2.5225 0.5290
C 0.4103 -2.0762 2.9206
C 1.3085 -2.3594 3.9010
C 1.2410 -2.0678 5.3574
C 3.1483 -3.5940 1.1359
C 2.8163 -4.2494 -0.0446
C 3.8197 -4.5868 -0.9391
C 5.1475 -4.2960 -0.6593
C 5.4702 -3.6475 0.5239
C 4.4750 -3.2858 1.4184
H 3.5992 -4.7111 3.4478
H 2.5212 -4.5470 4.8357
H 3.9517 -3.5007 4.6858
H -0.5111 -1.5237 2.9990
H 0.4075 -1.3982 5.5528
H 2.1613 -1.5927 5.6990
H 1.0911 -2.9800 5.9387
H 1.7824 -4.4760 -0.2564
H 3.5581 -5.0916 -1.8598
H 5.9260 -4.5747 -1.3569
H 6.5008 -3.4064 0.7495
H 4.7242 -2.7399 2.3182
C -0.0204 -0.9942 -4.5381
N 0.8496 0.1699 -4.4899
C 0.7221 1.0659 -5.6289
C 1.1838 0.6213 -3.2392
O 0.6601 0.1193 -2.2414
N 2.0958 1.6484 -3.1774
C 2.2809 2.3297 -1.9099
C 3.2562 1.6989 -4.0497
H 0.0586 -1.4448 -5.5275
H -1.0648 -0.7245 -4.3507
H 0.2854 -1.7177 -3.7883
H -0.3312 1.1468 -5.9131
H 1.2826 0.6946 -6.4899
H 1.0781 2.0602 -5.3762
H 1.4000 2.2003 -1.2886
H 2.4467 3.3928 -2.0966
H 3.1430 1.9350 -1.3660
H 3.1365 1.0361 -4.8996
H 4.1494 1.3858 -3.4983
H 3.4209 2.7158 -4.4129
*
```

***

(2)
Formula: C39H41B3F6N2O7
Source: the Open Molecules 2025 dataset
Level of theory: wB97M-V/def2-TZVPD

The HOMO-LUMO gap comes out at 0.348 Eh. As for the SMILES: CC(=O)OCCCCCB1OB(N)OB(C(=O)NC(=O)F)O1.Fc1ccccc1.Fc1ccccc1.Fc1ccccc1.Fc1ccccc1.Fc1ccccc1. The value obtained for the highest occupied orbital energy is -8.920 eV.

ORCA input file:
```
! wB97M-V def2-TZVPD RIJCOSX def2/J DEFGRID3
* xyz 0 1
C 1.1080 -3.0497 -3.0902
C -0.2647 -3.0563 -3.7174
O -1.2256 -3.4644 -3.1427
O -0.3764 -2.6382 -4.9981
C 0.2225 -1.3814 -5.3521
C -0.3683 -0.2327 -4.5440
C 0.3822 0.1042 -3.2350
C -0.3313 -0.2929 -1.9227
C -0.8338 0.9153 -1.0740
B -2.3576 1.0400 -1.3152
O -2.9012 1.8372 -2.3121
B -3.8513 1.2103 -3.1101
N -4.5092 1.8641 -4.1746
O -4.1204 -0.1385 -2.8136
B -4.1787 -0.3845 -1.4655
C -5.3974 -1.2074 -0.8233
O -6.1209 -0.6308 -0.0581
N -5.7097 -2.5350 -1.1856
C -4.7099 -3.4483 -1.5262
O -4.5300 -4.5016 -1.0597
F -3.9646 -2.9418 -2.5214
O -3.2813 0.2255 -0.6375
H 1.4619 -4.0858 -3.0926
H 1.0129 -2.7360 -2.0467
H 1.8365 -2.4247 -3.6070
H 0.0095 -1.2613 -6.4160
H 1.3099 -1.4027 -5.2355
H -0.3583 0.6522 -5.1915
H -1.4234 -0.4641 -4.3437
H 1.3821 -0.3493 -3.2569
H 0.5507 1.1861 -3.2273
H 0.3353 -0.8917 -1.2963
H -1.1690 -0.9628 -2.1703
H -0.3249 1.8297 -1.3951
H -0.6020 0.7465 -0.0184
H -5.3578 1.4091 -4.4840
H -4.6650 2.8562 -4.0622
H -6.3013 -2.9623 -0.4739
F 3.2615 -0.5689 -5.6653
C 3.7664 0.2037 -6.6567
C 4.0880 -0.3921 -7.8581
C 4.5983 0.4107 -8.8690
C 4.7779 1.7718 -8.6643
C 4.4442 2.3381 -7.4416
C 3.9296 1.5526 -6.4195
H 3.9409 -1.4552 -7.9902
H 4.8553 -0.0334 -9.8217
H 5.1773 2.3903 -9.4566
H 4.5847 3.3985 -7.2779
H 3.6582 1.9682 -5.4588
F -0.6815 -2.7684 0.0438
C -0.7950 -4.0424 0.4955
C -0.4215 -4.3045 1.7965
C -0.5395 -5.6060 2.2641
C -1.0210 -6.6059 1.4278
C -1.3887 -6.3023 0.1229
C -1.2803 -5.0061 -0.3615
H -0.0504 -3.4977 2.4149
H -0.2581 -5.8361 3.2837
H -1.1138 -7.6196 1.7947
H -1.7684 -7.0795 -0.5278
H -1.5563 -4.7121 -1.3614
F 0.2401 0.6602 0.8495
C -0.1513 0.4603 2.1295
C 0.5884 -0.3926 2.9208
C 0.1810 -0.5891 4.2331
C -0.9428 0.0595 4.7250
C -1.6649 0.9149 3.9027
C -1.2716 1.1240 2.5889
H 1.4593 -0.8859 2.5121
H 0.7522 -1.2503 4.8719
H -1.2564 -0.1000 5.7482
H -2.5413 1.4232 4.2833
H -1.8155 1.7863 1.9291
F 3.2196 0.1393 4.2563
C 3.5236 1.3968 4.6431
C 3.4389 2.4096 3.7092
C 3.7172 3.7062 4.1188
C 4.0593 3.9682 5.4374
C 4.1422 2.9261 6.3503
C 3.8772 1.6208 5.9579
H 3.1528 2.1790 2.6918
H 3.6446 4.5169 3.4056
H 4.2517 4.9816 5.7616
H 4.4031 3.1289 7.3810
H 3.9237 0.7931 6.6525
F 1.5193 5.2149 6.2896
C 0.3562 4.6245 6.6337
C -0.7622 5.4110 6.8210
C -1.9534 4.7868 7.1647
C -2.0080 3.4074 7.3136
C -0.8644 2.6456 7.1144
C 0.3354 3.2509 6.7686
H -0.6928 6.4833 6.7000
H -2.8432 5.3843 7.3147
H -2.9399 2.9279 7.5819
H -0.9023 1.5697 7.2266
H 1.2387 2.6799 6.5946
*
```

***

(3)
Formula: C39H41ClO12Ta
Source: the Open Molecules 2025 dataset
Level of theory: wB97M-V/def2-TZVPD

The HOMO-LUMO gap comes out at 0.183 Eh. The value obtained for the highest occupied orbital energy is -5.308 eV.

ORCA input file:
```
! wB97M-V def2-TZVPD RIJCOSX def2/J DEFGRID3
* xyz -1 1
C -1.7713 -0.2741 -7.4532
O -2.8413 0.1295 -6.6368
C -2.4420 0.5378 -5.3324
C -1.7133 1.8710 -5.2906
C -1.2706 2.2213 -3.8715
C -2.4099 2.6330 -2.9299
C -2.1507 2.2021 -1.4851
C -2.5881 0.7544 -1.1869
Ta -1.9640 0.0684 0.8518
C 0.3283 0.1733 0.4410
C 0.8129 0.1416 -0.9189
O 1.2779 1.0072 -1.5993
Cl 0.6620 -1.5032 -1.7028
H -1.2335 -1.1206 -7.0040
H -1.0540 0.5362 -7.6290
H -2.1892 -0.5847 -8.4100
H -3.3667 0.5819 -4.7557
H -1.8190 -0.2491 -4.8806
H -2.3620 2.6554 -5.6953
H -0.8300 1.8258 -5.9334
H -0.7511 1.3591 -3.4385
H -0.5398 3.0325 -3.9289
H -2.5638 3.7166 -2.9862
H -3.3487 2.1746 -3.2611
H -1.0706 2.3017 -1.3009
H -2.6436 2.8864 -0.7871
H -2.1656 0.0728 -1.9426
H -3.6812 0.6888 -1.2726
H -1.8960 -1.7127 0.3473
H -1.5552 -0.6141 2.5351
H -1.9311 1.7165 1.7146
H -3.7020 -0.2526 1.3179
H 0.6698 -0.7037 0.9924
H 0.7035 1.0940 0.9015
C 3.3221 -3.0922 3.7314
C 4.4019 -3.3929 3.0164
C 4.9122 -2.4847 1.9595
O 5.8957 -2.7746 1.3092
C 4.1759 -1.2170 1.7319
C 3.1047 -0.9038 2.4559
C 2.5949 -1.8136 3.5174
O 1.6163 -1.5269 4.1690
H 2.9421 -3.7410 4.5101
H 4.9627 -4.3063 3.1788
H 4.5595 -0.5772 0.9472
H 2.5423 0.0088 2.3075
C -2.8096 -2.0060 4.7829
C -2.6560 -1.7913 6.0877
C -3.7673 -1.9973 7.0425
O -3.6335 -1.8072 8.2358
C -5.0722 -2.4498 6.4917
C -5.2340 -2.6654 5.1901
C -4.1113 -2.4685 4.2303
O -4.2503 -2.6762 3.0491
H -2.0258 -1.8422 4.0518
H -1.7198 -1.4515 6.5130
H -5.8670 -2.5881 7.2144
H -6.1720 -2.9943 4.7600
C -0.5043 4.2834 1.7757
C 0.6526 4.5131 2.3901
C 0.6965 5.0310 3.7780
O 1.7495 5.2523 4.3407
C -0.6000 5.2716 4.4638
C -1.7582 5.0420 3.8534
C -1.8034 4.5408 2.4545
O -2.8469 4.3269 1.8862
H -0.5752 3.8908 0.7688
H 1.6116 4.3312 1.9213
H -0.5343 5.6384 5.4804
H -2.7171 5.2039 4.3296
C 2.7177 5.1251 -8.3460
C 1.5778 4.6085 -7.8978
C 1.0933 4.8894 -6.5205
O 0.0554 4.4209 -6.1127
C 1.9357 5.7629 -5.6621
C 3.0758 6.2784 -6.1120
C 3.5555 6.0037 -7.4900
O 4.5919 6.4785 -7.9033
H 3.0950 4.9387 -9.3435
H 0.9464 3.9651 -8.4974
H 1.5620 5.9420 -4.6620
H 3.7097 6.9159 -5.5089
C 2.3532 -8.2571 4.5572
C 2.0602 -9.3191 3.8134
C 2.5536 -9.4360 2.4171
O 2.2979 -10.4056 1.7374
C 3.3774 -8.3179 1.8868
C 3.6708 -7.2559 2.6315
C 3.1854 -7.1439 4.0279
O 3.4503 -6.1857 4.7204
H 2.0085 -8.1402 5.5767
H 1.4573 -10.1422 4.1751
H 3.7182 -8.4245 0.8649
H 4.2688 -6.4348 2.2536
*
```

***

(4)
Formula: C39H41F5N4PPdSSe
Source: the Open Molecules 2025 dataset
Level of theory: wB97M-V/def2-TZVPD

The HOMO-LUMO gap (spin up / spin down) comes out at 0.243 / 0.243 Eh. The value obtained for the highest occupied orbital energy (spin up / spin down) is -10.316 / -10.316 eV.

ORCA input file:
```
! wB97M-V def2-TZVPD RIJCOSX def2/J DEFGRID3
* xyz 1 1
Pd -1.0666 0.8289 -0.7235
F -2.2787 7.9577 -1.2501
C -2.2114 6.6635 -1.5320
C -1.2819 5.8597 -0.8832
F -0.4656 6.3943 0.0238
C -1.2159 4.5120 -1.1853
F -0.3266 3.7600 -0.5280
C -2.0701 3.9291 -2.1113
Se -1.9810 2.0799 -2.5531
C -2.9917 4.7479 -2.7485
F -3.8395 4.2530 -3.6478
C -3.0703 6.1067 -2.4732
F -3.9600 6.8705 -3.0943
N 5.5923 0.4138 2.3101
C 6.4644 0.4012 3.3817
C 7.8417 0.2256 3.4647
C 8.3886 0.2744 4.7289
C 7.5989 0.4907 5.8736
C 6.2374 0.6666 5.7817
C 5.6654 0.6223 4.5088
N 4.3427 0.7760 4.1321
C 4.3490 0.6484 2.8346
C 3.1359 0.7441 2.0206
C 3.0902 0.3864 0.6788
C 1.8934 0.4930 -0.0073
N 0.7671 0.9324 0.5611
C 0.8307 1.3191 1.8419
C 1.9711 1.2339 2.6063
H 5.8335 0.3462 1.3384
H 8.4591 0.0606 2.5934
H 9.4548 0.1445 4.8482
H 8.0775 0.5210 6.8418
H 5.6222 0.8371 6.6529
H 3.9572 0.0223 0.1473
H 1.8308 0.2472 -1.0585
H -0.0710 1.7532 2.2547
H 1.9795 1.5547 3.6354
N -0.1345 -0.7092 -2.2504
S 0.6801 -2.0348 -1.9136
C -0.2766 -3.4630 -2.3970
C -1.4057 -3.3212 -3.1871
C -2.1312 -4.4525 -3.5370
C -1.7285 -5.7003 -3.0928
C -0.6005 -5.8293 -2.2937
C 0.1297 -4.7078 -1.9380
C 2.0741 -2.2085 -3.0030
C 1.9215 -2.1970 -4.3848
C 3.0419 -2.2891 -5.1881
C 4.3029 -2.4036 -4.6124
C 4.4471 -2.4258 -3.2359
C 3.3259 -2.3236 -2.4216
H -0.3339 -0.6564 -3.2488
H -1.7308 -2.3412 -3.5031
H -3.0124 -4.3536 -4.1539
H -2.3004 -6.5758 -3.3665
H -0.2919 -6.8030 -1.9417
H 1.0066 -4.8063 -1.3117
H 0.9377 -2.1246 -4.8304
H 2.9414 -2.2798 -6.2633
H 5.1748 -2.4811 -5.2461
H 5.4289 -2.5241 -2.7954
H 3.4214 -2.3416 -1.3440
C -3.8047 -0.9347 -1.5798
C -4.2131 -0.2236 -0.2924
C -5.0779 -1.1669 0.5528
P -2.8257 0.5626 0.6106
C -3.5397 1.9929 1.5191
C -4.7572 1.6722 2.3989
C -3.9287 3.1333 0.5874
C -2.0786 -0.6034 1.8177
C -1.6494 -1.8911 1.1126
C -2.8261 -0.9222 3.1127
H -4.6982 -1.1413 -2.1671
H -3.3231 -1.8881 -1.3588
H -3.1174 -0.3447 -2.1887
H -4.8267 0.6481 -0.5597
H -4.5593 -2.1052 0.7494
H -5.9764 -1.4090 -0.0166
H -5.3989 -0.7487 1.5037
H -2.7161 2.3277 2.1636
H -5.6185 1.4366 1.7769
H -5.0143 2.5614 2.9731
H -4.6084 0.8591 3.1026
H -4.9190 2.9627 0.1651
H -3.2311 3.2605 -0.2301
H -3.9727 4.0613 1.1568
H -1.1667 -0.0753 2.1014
H -2.4972 -2.5520 0.9322
H -0.9421 -2.4254 1.7463
H -1.1657 -1.7079 0.1497
H -3.7903 -1.3930 2.9352
H -2.9755 -0.0439 3.7363
H -2.2222 -1.6264 3.6849
*
```

***

(5)
Formula: C39H41HgIN6O5P2S
Source: the Open Molecules 2025 dataset
Level of theory: wB97M-V/def2-TZVPD

The calculation puts the energy above the lowest of the compared OMol25 structures with the same formula, charge and spin at 68.9 kJ/mol. The HOMO-LUMO gap (spin up / spin down) comes out at 0.118 / 0.238 Eh. The value obtained for the highest occupied orbital energy (spin up / spin down) is -2.001 / -5.288 eV.

ORCA input file:
```
! wB97M-V def2-TZVPD RIJCOSX def2/J DEFGRID3
* xyz -1 2
Hg 0.3761 0.2193 0.4160
C -1.9602 2.1013 2.5211
N -1.5779 2.1104 1.1270
C -1.3387 3.4045 0.5253
C -0.4102 3.2275 -0.6314
N 0.4322 2.2205 -0.7384
C 1.1635 2.4459 -1.8836
C 2.2002 1.7132 -2.4481
C 2.7328 2.1809 -3.6319
C 2.2599 3.3397 -4.2477
C 1.2447 4.0955 -3.6862
C 0.7116 3.6338 -2.4923
N -0.2858 4.1090 -1.6629
C -1.6376 0.7760 3.1248
N -0.8128 -0.1363 2.6221
C -0.8033 -1.1737 3.5257
C -0.1136 -2.3845 3.5230
C -0.3054 -3.2493 4.5869
C -1.1396 -2.9333 5.6495
C -1.8341 -1.7284 5.6817
C -1.6567 -0.8713 4.6100
N -2.1856 0.3639 4.3186
H -3.0299 2.3361 2.6937
H -1.3777 2.8843 3.0260
H -2.2281 1.5646 0.5707
H -0.8451 4.0370 1.2773
H -2.2610 3.9239 0.2083
H 2.5643 0.8266 -1.9519
H 3.5401 1.6398 -4.1000
H 2.6951 3.6561 -5.1835
H 0.8903 4.9988 -4.1601
H -0.8305 4.9433 -1.8072
H 0.5374 -2.6332 2.7068
H 0.2259 -4.1910 4.5914
H -1.2491 -3.6256 6.4703
H -2.4659 -1.4680 6.5163
H -2.8078 0.9058 4.8937
C -3.6559 -0.8299 1.2329
P -2.1937 -1.1773 0.1454
C -3.2140 -1.5375 -1.3778
C -1.6802 -2.8498 0.5762
C -2.6223 -3.7812 1.0217
C -2.2909 -5.0904 1.2705
C -0.9746 -5.5279 1.0487
C -0.0253 -4.6302 0.6330
C -0.3243 -3.2822 0.4139
P 1.0331 -2.1930 -0.0656
C 2.4641 -2.5913 1.0091
C 1.6507 -2.9748 -1.6263
H -4.4816 -1.5030 1.0085
H -3.9937 0.1904 1.0386
H -3.3861 -0.9222 2.2805
H -3.9780 -2.2767 -1.1322
H -2.5867 -1.9358 -2.1734
H -3.6921 -0.6201 -1.7263
H -3.6468 -3.4705 1.1709
H -3.0431 -5.7875 1.6131
H -0.7147 -6.5629 1.2142
H 0.9847 -4.9803 0.4637
H 2.4975 -3.6583 1.2332
H 2.4111 -2.0119 1.9288
H 3.3672 -2.2849 0.4809
H 2.1325 -3.9209 -1.3764
H 2.3757 -2.3151 -2.1000
H 0.8277 -3.1697 -2.3118
N -0.4795 -0.1120 -2.3296
C -0.2512 0.1265 -3.7049
C 0.5325 -0.7507 -4.4474
C 0.7015 -0.5528 -5.8049
C 0.1090 0.5273 -6.4201
C -0.6407 1.4217 -5.6881
C -0.8338 1.2221 -4.3326
S 0.2348 0.7192 -8.2180
O 1.4318 1.5332 -8.4189
O -1.0100 1.3875 -8.5874
O 0.3496 -0.6495 -8.7114
H -0.4338 -1.1062 -2.1229
H -1.3799 0.2656 -2.0531
H 0.9889 -1.5964 -3.9547
H 1.2556 -1.2452 -6.4196
H -1.0994 2.2413 -6.2177
H -1.4496 1.9027 -3.7538
I 2.0331 4.3217 6.8043
C 2.4963 3.3157 4.9947
C 1.4620 2.9138 4.1721
C 1.7589 2.2210 3.0147
C 3.0710 1.9179 2.6825
C 4.0959 2.3700 3.5081
C 3.8160 3.0703 4.6674
C 3.4129 1.0383 1.4771
O 4.5880 0.9363 1.1545
O 2.4530 0.4106 0.9218
H 0.4361 3.1245 4.4380
H 0.9610 1.8979 2.3568
H 5.1154 2.1517 3.2274
H 4.6141 3.4099 5.3114
*
```